1.
{"formula": "C28H33AsN6O3Se2SmTe2", "method": "the ωB97M-V functional and the def2-TZVPD basis", "symbols": ["Sm", "N", "C", "C", "O", "N", "C", "C", "O", "O", "H", "H", "H", "H", "H", "H", "Se", "Te", "Te", "Se", "C", "N", "C", "N", "C", "N", "C", "N", "C", "C", "H", "H", "H", "H", "H", "H", "H", "H", "H", "H", "H", "H", "C", "C", "C", "C", "C", "C", "As", "C", "C", "C", "C", "C", "C", "C", "C", "C", "C", "C", "C", "H", "H", "H", "H", "H", "H", "H", "H", "H", "H", "H", "H", "H", "H", "H"], "positions_angstrom": [[3.17, -10.34, 14.28], [4.23, -11.79, 16.49], [5.63, -11.57, 16.87], [6.50, -10.88, 15.80], [7.73, -11.09, 15.77], [5.75, -10.07, 15.00], [6.51, -9.22, 14.07], [5.69, -8.88, 12.81], [6.24, -8.33, 11.85], [4.38, -9.15, 12.87], [3.66, -11.59, 17.32], [4.02, -12.78, 16.29], [6.18, -12.48, 17.13], [5.68, -10.91, 17.73], [7.42, -9.74, 13.70], [6.82, -8.25, 14.50], [0.33, -11.67, 15.47], [1.11, -9.96, 17.02], [0.82, -7.34, 15.53], [2.63, -7.11, 13.99], [1.17, -11.74, 11.61], [1.81, -10.45, 12.08], [2.64, -9.95, 10.93], [1.87, -9.80, 9.68], [1.26, -11.11, 9.31], [0.35, -11.59, 10.40], [-0.68, -10.56, 10.63], [-0.07, -9.29, 11.03], [0.68, -9.46, 12.27], [0.82, -8.81, 9.93], [0.51, -12.08, 12.43], [1.95, -12.51, 11.45], [3.42, -10.68, 10.70], [3.07, -8.98, 11.19], [2.09, -11.83, 9.20], [0.74, -11.04, 8.34], [-1.37, -10.93, 11.39], [-1.28, -10.39, 9.72], [0.05, -9.83, 13.09], [1.09, -8.47, 12.59], [1.29, -7.87, 10.25], [0.23, -8.66, 9.05], [6.28, -16.15, 17.07], [4.91, -16.08, 16.82], [4.43, -15.49, 15.63], [5.32, -14.84, 14.77], [6.69, -14.84, 15.07], [7.16, -15.53, 16.16], [4.68, -13.66, 13.30], [3.10, -14.62, 12.57], [3.02, -15.25, 11.33], [1.84, -15.92, 11.01], [0.78, -16.11, 11.91], [0.91, -15.49, 13.18], [2.02, -14.69, 13.46], [5.95, -14.09, 11.85], [6.39, -12.99, 11.11], [7.40, -13.13, 10.17], [8.04, -14.33, 9.98], [7.63, -15.44, 10.77], [6.58, -15.36, 11.66], [6.68, -16.68, 17.92], [4.17, -16.47, 17.52], [3.38, -15.54, 15.35], [7.40, -14.34, 14.39], [8.22, -15.63, 16.26], [3.80, -15.16, 10.59], [1.78, -16.36, 9.99], [-0.16, -16.52, 11.57], [0.15, -15.63, 13.95], [2.02, -14.10, 14.38], [5.90, -12.01, 11.26], [7.67, -12.26, 9.56], [8.78, -14.46, 9.20], [8.08, -16.41, 10.60], [6.23, -16.23, 12.20]], "orbital_gap_ev": [5.270, 5.283], "mol_weight_g_mol": 1140.01, "spin_multiplicity": 6, "homo_energy_ev": [-3.04, -4.26], "relative_energy_kcal_mol": 62.5, "charge": -1}

=====

2.
{"formula": "C28H33BrF9N4", "method": "the ωB97M-V functional and the def2-TZVPD basis", "symbols": ["N", "C", "C", "C", "C", "C", "C", "C", "C", "C", "Br", "C", "F", "F", "C", "F", "F", "C", "F", "F", "C", "F", "F", "F", "H", "H", "H", "H", "H", "H", "H", "H", "H", "H", "H", "H", "H", "H", "H", "H", "H", "H", "N", "C", "C", "C", "C", "C", "H", "H", "H", "H", "H", "N", "C", "C", "C", "C", "C", "H", "H", "H", "H", "H", "N", "C", "C", "C", "C", "C", "H", "H", "H", "H", "H"], "positions_angstrom": [[-5.06, -0.06, -3.64], [-5.46, 1.20, -4.34], [-5.17, 1.12, -5.91], [-3.73, 1.67, -6.35], [-2.51, 1.00, -5.54], [-2.20, 1.90, -4.26], [-0.63, 1.87, -3.83], [-0.32, 3.27, -3.10], [-1.45, 3.76, -2.05], [-2.23, 5.05, -2.59], [-0.91, 6.56, -2.65], [-0.39, 0.64, -2.84], [-1.35, 0.54, -1.77], [-0.61, -0.53, -3.66], [1.13, 0.56, -2.35], [2.04, 1.26, -3.17], [1.52, -0.82, -2.47], [1.40, 1.04, -0.85], [0.60, 2.09, -0.41], [2.74, 1.54, -0.83], [1.43, -0.18, 0.21], [2.66, -0.87, 0.12], [0.34, -1.03, 0.09], [1.48, 0.45, 1.49], [-4.27, 0.10, -3.01], [-5.85, -0.50, -3.15], [-6.59, 1.30, -4.22], [-4.99, 2.09, -3.82], [-5.94, 1.81, -6.41], [-5.41, 0.07, -6.28], [-3.72, 2.81, -6.34], [-3.59, 1.36, -7.45], [-1.61, 0.89, -6.25], [-2.87, -0.01, -5.18], [-2.90, 1.72, -3.38], [-2.38, 2.99, -4.58], [-0.24, 4.05, -3.94], [0.71, 3.27, -2.60], [-0.88, 4.10, -1.12], [-2.14, 2.92, -1.70], [-2.62, 4.95, -3.65], [-3.06, 5.40, -1.88], [3.84, 1.04, 6.36], [3.25, 0.19, 5.52], [2.72, 0.55, 4.29], [2.82, 1.88, 3.90], [3.43, 2.79, 4.76], [3.92, 2.32, 5.96], [3.20, -0.84, 5.86], [2.26, -0.18, 3.65], [2.42, 2.21, 2.95], [3.52, 3.83, 4.49], [4.41, 2.99, 6.66], [-3.91, -4.17, -0.32], [-3.56, -5.16, 0.52], [-2.28, -5.32, 1.03], [-1.30, -4.42, 0.64], [-1.63, -3.40, -0.23], [-2.94, -3.32, -0.68], [-4.36, -5.84, 0.80], [-2.06, -6.13, 1.71], [-0.29, -4.52, 1.02], [-0.89, -2.68, -0.56], [-3.25, -2.53, -1.36], [7.43, -4.04, 7.75], [6.63, -5.00, 7.25], [5.37, -4.75, 6.73], [4.91, -3.44, 6.72], [5.72, -2.44, 7.23], [6.96, -2.79, 7.73], [7.03, -6.00, 7.28], [4.76, -5.56, 6.34], [3.92, -3.21, 6.33], [5.39, -1.40, 7.24], [7.63, -2.04, 8.13]], "orbital_gap_ev": 5.087, "mol_weight_g_mol": 676.49, "homo_energy_ev": -3.04, "charge": -1}

=====

3.
{"formula": "C28H33BrN5O2S2Tc", "method": "the ωB97M-V functional and the def2-TZVPD basis", "symbols": ["Tc", "C", "C", "N", "C", "C", "C", "S", "N", "C", "O", "C", "C", "C", "C", "C", "C", "H", "H", "H", "H", "H", "H", "H", "H", "H", "H", "H", "H", "H", "H", "H", "Br", "C", "C", "C", "N", "C", "C", "H", "H", "H", "H", "C", "C", "C", "N", "C", "S", "N", "C", "O", "C", "C", "C", "C", "C", "C", "H", "H", "H", "H", "H", "H", "H", "H", "H", "H", "H", "H", "H", "H"], "positions_angstrom": [[0.90, 0.40, -0.04], [1.15, 3.39, 5.30], [-0.19, 2.78, 4.91], [-0.04, 1.52, 4.13], [-0.24, 0.25, 4.86], [1.02, -0.23, 5.57], [0.30, 1.59, 2.87], [0.65, -0.01, 2.08], [0.45, 2.77, 2.30], [0.73, 3.13, 1.08], [0.87, 2.30, 0.04], [0.87, 4.53, 0.75], [0.84, 5.49, 1.77], [0.98, 6.83, 1.47], [1.15, 7.22, 0.14], [1.18, 6.28, -0.88], [1.04, 4.94, -0.59], [0.97, 4.30, 5.87], [1.74, 3.65, 4.43], [1.73, 2.72, 5.94], [-0.78, 3.47, 4.31], [-0.76, 2.51, 5.80], [-0.63, -0.50, 4.17], [-1.04, 0.44, 5.58], [1.84, -0.37, 4.87], [0.81, -1.18, 6.05], [1.34, 0.48, 6.33], [0.70, 5.17, 2.79], [0.96, 7.57, 2.25], [1.26, 8.27, -0.09], [1.30, 6.60, -1.91], [1.04, 4.21, -1.39], [7.10, -0.47, -2.20], [5.38, -0.20, -1.60], [4.77, 1.05, -1.73], [3.49, 1.22, -1.27], [2.80, 0.20, -0.69], [3.40, -1.01, -0.56], [4.67, -1.25, -1.00], [5.29, 1.88, -2.19], [2.98, 2.17, -1.34], [2.82, -1.79, -0.07], [5.12, -2.22, -0.87], [-0.18, -3.16, -4.97], [-0.95, -3.92, -3.90], [-0.44, -3.65, -2.49], [-0.45, -2.19, -2.17], [-1.26, -1.50, -1.40], [-0.95, 0.27, -1.29], [-2.28, -1.95, -0.71], [-2.80, -3.38, -0.55], [-2.42, -3.94, 0.43], [-3.73, -3.82, -1.58], [-4.25, -2.95, -2.54], [-5.15, -3.43, -3.48], [-5.51, -4.77, -3.47], [-4.99, -5.64, -2.51], [-4.11, -5.17, -1.56], [-0.43, -3.54, -5.96], [0.90, -3.28, -4.85], [-0.42, -2.09, -4.98], [-0.86, -4.99, -4.06], [-2.02, -3.68, -3.95], [0.61, -3.95, -2.41], [-0.99, -4.18, -1.73], [0.12, -1.63, -2.79], [-2.70, -1.30, -0.06], [-3.99, -1.90, -2.54], [-5.57, -2.76, -4.21], [-6.20, -5.14, -4.20], [-5.28, -6.68, -2.51], [-3.70, -5.82, -0.80]], "orbital_gap_ev": [6.912, 3.010], "mol_weight_g_mol": 713.64, "spin_multiplicity": 2, "homo_energy_ev": [-15.90, -15.90], "relative_energy_kcal_mol": 15.5, "charge": 3}